Record 1
Below is a cluster of 12 separate species, C38H102N2O12 in total at a distorted geometry, with properties calculated with ωB97M-V/def2-TZVPD.

XYZ file:
```
154
Properties=species:S:1:pos:R:3:mulliken_charge:R:1
O 1.94 2.02 3.70 -0.484
O 0.99 -0.48 -7.03 -0.592
O -3.46 4.10 3.00 0.251
O -1.79 -2.51 -0.14 -0.046
O 3.49 0.20 -2.16 -0.331
O -2.84 -0.42 5.33 -0.579
O 3.43 -2.78 -2.71 -0.475
O 0.80 4.60 -1.80 -0.594
O 1.03 1.39 -2.22 1.351
O 0.55 -4.30 4.79 -0.392
O -0.96 -6.53 -3.75 -0.602
O -4.76 0.85 -1.32 -0.524
N -0.72 4.01 2.93 -0.274
N 3.50 -4.31 2.67 -0.554
C 0.55 4.33 -4.15 -1.118
C -1.42 5.09 2.22 -0.252
C -2.31 -3.37 0.92 1.221
C -3.03 -2.36 1.80 -1.007
C -1.55 1.40 6.21 -1.226
C 0.40 0.64 -0.07 -1.128
C -1.27 1.75 -1.83 -0.118
C -0.90 -5.10 -3.99 0.588
C 0.07 5.06 -2.93 1.305
C -2.80 5.37 2.79 -1.060
C 2.17 -3.00 -0.64 -0.798
C 3.22 1.93 3.08 0.798
C 3.64 0.48 3.15 -1.446
C -0.08 0.80 -1.58 1.002
C -5.21 1.74 -0.23 0.484
C -4.53 4.22 3.89 -1.188
C -1.21 0.50 3.85 0.937
C 2.54 -3.63 -1.92 1.426
C 4.02 1.28 -2.92 1.476
C 3.10 -5.06 -1.76 -1.723
C -3.29 -4.33 0.31 -1.625
C -4.88 3.17 -0.58 -0.909
C 3.29 2.57 1.74 -1.105
C 1.64 -0.88 -4.71 0.231
C -0.24 0.62 -5.44 -1.298
C 2.36 -5.04 3.30 0.514
C 4.08 2.53 -2.04 -1.034
C 0.30 6.53 -2.94 -1.639
C -0.93 -4.47 -2.63 -0.753
C 5.35 0.83 -3.46 -1.683
C -4.43 1.16 0.96 -0.732
C -1.96 -4.68 -4.98 -1.603
C 1.10 0.10 -5.78 0.439
C -1.51 0.22 5.32 0.637
C -1.68 4.68 0.73 -0.467
C 2.78 -6.05 4.37 -1.631
C 1.52 -3.87 3.87 -0.445
C 0.01 -3.20 5.50 -0.492
H -3.95 -1.98 1.40 0.359
H 5.26 0.06 -4.27 0.285
H 3.44 1.35 -3.83 -0.322
H -2.36 3.84 0.66 -0.400
H -4.73 1.67 1.89 0.205
H 5.93 0.35 -2.68 0.326
H -3.36 1.32 0.77 -0.090
H 0.56 3.26 -3.99 0.147
H 1.38 6.65 -3.13 0.323
H 1.42 -3.60 -0.18 0.480
H 1.92 -0.35 -3.82 -0.649
H -0.29 -0.21 -1.97 -0.486
H 0.72 3.64 -1.78 -0.312
H 2.34 -5.73 -1.37 0.384
H 3.92 2.55 3.73 0.040
H -1.96 -3.66 -5.27 0.349
H 1.89 -6.36 4.91 0.355
H 0.65 1.59 0.35 0.240
H 5.83 1.71 -3.90 0.433
H 3.62 0.20 4.15 0.489
H -0.81 5.95 2.24 0.555
H -1.08 2.73 -1.40 -0.529
H -3.91 3.12 -1.07 0.086
H -0.60 1.43 -6.09 0.377
H -2.85 -5.24 -0.11 0.369
H -3.93 -4.68 1.11 0.407
H -3.41 0.15 4.84 0.336
H -0.87 -0.63 5.75 -0.212
H -1.79 -5.28 -5.89 0.413
H 1.03 -3.37 2.99 0.055
H 0.92 -1.68 -4.51 0.102
H -0.13 4.57 -4.98 0.390
H -0.26 1.00 3.76 0.043
H 4.22 -4.17 3.36 0.236
H 3.04 -3.00 -0.01 0.387
H -0.36 7.03 -3.65 0.383
H -0.63 1.98 6.05 0.286
H -1.78 -4.84 -2.12 0.449
H 3.09 2.67 -1.58 -0.036
H 0.03 6.92 -2.00 0.440
H -0.75 4.51 0.15 0.210
H -5.04 1.20 -2.18 0.288
H -5.35 4.73 3.45 0.330
H 1.38 2.72 3.32 0.243
H -1.71 -3.02 -0.97 -0.078
H 1.85 -1.94 -0.64 -0.319
H -2.90 -4.96 -4.62 0.432
H -3.30 -2.87 2.76 0.452
H -2.77 5.84 3.78 0.573
H -2.42 -1.51 2.06 -0.271
H -1.80 1.08 7.24 0.332
H -2.01 1.19 3.48 -0.102
H -1.49 1.85 -2.87 0.462
H -4.82 3.81 0.25 0.229
H -1.19 -0.43 3.27 -0.426
H 3.38 -0.68 -2.58 0.059
H -1.04 -3.36 -2.68 -0.016
H -1.78 -6.93 -4.07 0.342
H -0.54 -2.58 4.84 -0.027
H 3.39 -5.42 -2.71 0.442
H 2.55 -1.43 -5.05 0.489
H 2.16 -3.19 4.33 0.420
H 1.77 0.95 -5.84 0.178
H 4.88 2.48 -1.30 0.350
H -4.82 3.24 4.26 0.263
H 3.45 -5.62 5.12 0.345
H -5.54 3.53 -1.43 0.340
H 0.16 -5.01 -4.38 0.158
H -0.17 1.03 -4.41 0.016
H 2.82 1.89 1.03 -0.185
H -4.20 4.73 4.76 0.470
H -2.11 1.19 -1.36 0.198
H -2.17 5.43 0.12 0.475
H 4.34 3.35 -2.68 0.474
H -0.01 -4.89 -2.12 0.184
H -0.72 -3.67 6.17 0.318
H 4.02 -5.04 -1.18 0.489
H -3.80 -3.69 -0.39 0.433
H 0.72 -2.59 6.06 0.358
H 3.27 -6.89 3.90 0.434
H -0.39 0.17 0.47 0.314
H 2.80 3.54 1.75 0.478
H 1.86 -0.75 -7.24 0.374
H 3.83 -4.93 1.91 0.228
H 2.91 -0.14 2.59 0.176
H -4.72 0.16 1.08 0.369
H 1.32 0.06 0.00 -0.094
H 1.78 -5.65 2.56 0.298
H 4.67 0.34 2.83 0.416
H -1.01 -0.14 -5.42 0.343
H 4.32 2.72 1.41 0.485
H -1.01 4.77 -2.74 0.031
H 1.67 -3.73 -2.60 -0.690
H 1.57 4.66 -4.37 0.277
H 1.81 0.81 -2.14 -0.880
H 4.32 -2.89 -2.34 0.272
H -1.22 3.14 2.82 -0.083
H -0.86 4.28 3.89 0.207
H -6.33 1.62 0.01 0.233
H -3.45 6.01 2.19 0.417
H -2.32 2.06 5.88 0.161
H -1.52 -3.86 1.51 -0.116
```

E ... -2521.26478 Eh
Gap between HOMO and LUMO ... 9.97 eV
Total charge ... 0
Highest occupied orbital energy ... -9.38 eV


Record 2
Below is a cluster of 2 separate species, C2H2Cl3NSi in total at a distorted geometry, with properties calculated with ωB97M-V/def2-TZVPD.

XYZ file:
```
9
Properties=species:S:1:pos:R:3:nbo_charge:R:1
Cl 1.07 1.65 -3.44 -0.345
Cl -0.83 -3.00 -1.76 0.172
Cl -1.29 3.29 -1.57 -0.301
Si 0.05 1.80 -1.67 1.386
N 1.05 -3.90 0.02 -0.304
C 0.49 0.51 -0.57 -1.242
C 0.22 -3.51 -0.67 0.132
H -0.16 0.46 0.28 0.226
H 1.51 0.17 -0.21 0.276
```

E ... -1802.22023 Eh
Gap between HOMO and LUMO ... 8.45 eV
Total charge ... 0
Highest occupied orbital energy ... -8.67 eV


Record 3
Below is the molecule C4H8O2, with properties calculated with ωB97M-V/def2-TZVPD.

XYZ file:
```
14
Properties=species:S:1:pos:R:3:nbo_charge:R:1
O 0.48 2.52 -0.28 -0.591
O -0.87 0.81 0.34 -0.508
C -0.52 2.09 0.25 0.649
C -0.83 -1.33 -0.65 -0.618
C 0.03 -0.13 -0.29 0.075
C 1.20 -0.47 0.64 -0.637
H 1.20 0.20 1.50 0.226
H 0.40 0.35 -1.20 0.202
H 2.16 -0.35 0.13 0.224
H -1.24 -1.79 0.26 0.212
H -1.27 2.72 0.75 0.121
H 1.14 -1.50 1.01 0.209
H -1.66 -1.04 -1.29 0.219
H -0.23 -2.08 -1.18 0.216
```

E ... -307.69349 Eh
Gap between HOMO and LUMO ... 11.69 eV
Total charge ... 0
Highest occupied orbital energy ... -10.67 eV


Record 4
Below is a structure of composition C39H37CrN3O2P2Te, with properties calculated with ωB97M-V/def2-TZVPD.

XYZ file:
```
85
Properties=species:S:1:pos:R:3:mulliken_charge:R:1
Te 1.15 1.71 -1.80 0.474
Cr -1.20 0.05 1.25 0.509
P -0.91 -0.67 -1.06 0.894
P 1.14 -0.33 0.74 1.124
O -1.49 -1.76 2.05 -0.605
O -3.13 -0.35 1.90 -0.541
N 5.58 0.88 -3.73 -0.600
N -1.22 2.17 1.02 0.197
N -0.97 0.35 3.72 -0.430
C -1.85 -0.55 -3.68 -0.636
C -2.38 -4.45 -0.91 -0.825
C 2.33 -3.63 2.79 -0.762
C -3.24 1.83 -3.25 -0.633
C -4.60 3.67 1.44 -0.752
C -0.42 -4.52 -2.31 -0.755
C -2.55 0.05 -4.72 -0.707
C 4.61 2.37 2.04 -0.647
C 5.26 2.06 -3.22 -0.378
C -3.50 2.86 1.64 -0.259
C 3.38 2.48 2.67 -0.693
C 4.03 2.34 -2.65 -0.523
C -1.83 0.05 -2.42 0.239
C 1.81 -2.39 2.46 -0.487
C 3.38 0.11 -3.20 -0.021
C 4.65 -0.07 -3.72 -0.448
C -0.22 -3.16 -2.09 0.063
C 4.79 1.45 1.01 -0.679
C 2.23 -2.82 0.13 0.042
C 2.78 -4.48 1.78 -0.659
C -3.48 4.74 -0.40 -0.616
C -2.40 2.99 0.82 0.037
C 2.74 -4.07 0.46 -0.726
C -2.38 3.94 -0.20 0.049
C -2.13 -0.06 4.55 -0.765
C 3.06 1.35 -2.65 0.231
C 2.50 0.75 1.25 0.542
C -2.54 1.24 -2.21 0.244
C 2.33 1.67 2.27 -0.241
C -2.54 -1.26 2.55 0.883
C 0.80 -0.18 -1.01 -0.409
C -3.23 1.24 -4.51 -0.665
C -2.18 -3.10 -0.69 -0.857
C -1.49 -5.16 -1.71 -0.725
C 3.74 0.64 0.62 -0.713
C 1.75 -1.98 1.13 0.740
C -1.09 -2.45 -1.27 0.841
C -2.76 -1.38 4.03 -0.791
C -4.60 4.61 0.41 -0.617
H -0.21 -0.33 3.84 0.097
H -3.47 5.48 -1.19 0.464
H -2.57 1.68 -1.23 0.187
H -0.51 2.45 0.34 -0.026
H 6.04 2.81 -3.24 0.376
H 2.21 -2.48 -0.89 0.414
H -3.79 2.74 -3.07 0.472
H 3.85 3.32 -2.22 0.366
H 3.24 3.20 3.47 0.448
H 1.47 -1.73 3.26 0.193
H -5.46 5.24 0.25 0.409
H 5.75 1.37 0.52 0.484
H 3.88 -0.08 -0.18 0.518
H 2.66 -0.70 -3.21 0.350
H -3.52 2.09 2.41 0.207
H -2.23 -2.25 4.42 0.357
H -3.22 -4.95 -0.46 0.450
H 3.11 -4.72 -0.32 0.453
H -2.55 -0.41 -5.69 0.432
H -3.78 1.69 -5.32 0.405
H 3.18 -5.45 2.04 0.404
H 4.94 -1.02 -4.15 0.378
H 2.38 -3.95 3.82 0.442
H -3.81 -1.42 4.31 0.372
H -0.81 2.41 1.92 0.277
H 1.36 1.77 2.76 -0.061
H -1.85 -0.16 5.60 0.434
H -1.65 -6.22 -1.88 0.415
H 0.61 -2.65 -2.55 0.259
H -2.87 -2.54 -0.08 0.349
H -1.49 4.05 -0.82 0.383
H -1.33 -1.48 -3.85 0.358
H 0.26 -5.07 -2.94 0.464
H -0.61 1.23 4.08 0.323
H 5.43 3.01 2.35 0.415
H -2.87 0.74 4.46 0.365
H -5.47 3.57 2.07 0.425
```

E ... -3818.12346 Eh
⟨S²⟩ ... 3.873
Gap between HOMO and LUMO (alpha / beta) ... 6.30 / 6.88 eV
Spin multiplicity ... 4
Total charge ... +1
Highest occupied orbital energy (alpha / beta) ... -9.65 / -9.63 eV


Record 5
Below is a cluster of 8 separate species, C28H39BN7 in total at a distorted geometry, with properties calculated with ωB97M-V/def2-TZVPD.

XYZ file:
```
75
Properties=species:S:1:pos:R:3:mulliken_charge:R:1
N -4.03 0.86 -0.77 0.116
N -1.87 -3.33 0.92 0.147
N -0.28 -0.37 -3.25 0.209
N 2.07 2.49 -1.20 0.187
N 1.40 -1.20 2.08 0.286
N 4.23 -1.48 0.58 0.002
N -1.51 3.04 2.18 0.091
C -1.68 3.18 4.55 -0.664
C -1.64 4.44 2.43 -0.336
C 6.49 -1.38 -0.21 -0.589
C -1.68 4.62 3.92 -0.495
C 2.64 4.62 -2.03 -0.620
C -2.78 -5.45 1.77 -0.627
C -1.81 -4.25 1.98 -0.564
C 4.08 -1.53 -0.76 -0.268
C 1.66 -2.58 2.15 -0.741
C -0.58 -1.13 -5.35 -0.842
C 5.54 -1.48 1.05 -0.373
C 3.42 2.45 -1.31 -0.140
C 3.83 3.69 -1.87 -0.635
C -4.63 -0.11 -0.09 -0.045
C -3.08 -3.52 0.15 -0.514
C -1.46 2.23 3.26 -0.207
C -0.91 0.75 -3.97 -0.509
C -6.22 1.14 -1.36 -0.777
C 2.98 -1.32 3.77 -0.721
C 5.51 -1.43 -1.44 -0.726
C -1.06 0.22 -5.37 -0.547
C 2.76 -2.76 3.28 -0.702
C 0.06 -1.43 -4.04 -0.061
C 2.20 -0.32 2.85 -0.277
C -6.17 -0.03 -0.40 -0.637
C -3.68 -4.80 0.62 -0.662
C -4.85 1.63 -1.66 -0.667
C 1.46 3.65 -1.67 -0.254
B -0.38 0.22 -0.43 2.428
H -6.94 -0.64 0.06 0.369
H -1.17 1.61 -3.49 0.408
H -4.66 -5.14 0.35 0.371
H -1.97 5.61 4.29 0.361
H -7.09 1.26 -1.58 0.596
H -4.44 2.49 -1.96 0.449
H -4.08 -0.77 0.73 0.338
H 2.14 0.82 2.80 0.357
H -2.81 -6.20 2.45 0.467
H 1.41 1.62 -1.04 0.172
H 3.34 -3.67 3.64 0.291
H -0.98 -4.30 2.50 0.541
H -1.22 -0.53 0.29 -0.570
H 0.73 -0.88 1.36 -0.343
H -0.32 -1.78 -6.18 0.344
H -1.54 2.87 5.57 0.357
H 4.89 3.97 -1.83 0.334
H 2.79 5.69 -2.58 0.228
H 7.54 -1.30 -0.27 0.404
H 1.21 -3.19 1.46 0.746
H -0.04 -0.20 -2.30 0.247
H -1.42 0.75 -6.19 0.446
H -1.38 2.81 1.29 0.193
H -1.02 0.73 -1.29 -0.848
H -1.38 5.13 1.59 0.317
H 3.46 -1.67 1.32 0.675
H -3.02 0.94 -0.84 0.110
H 3.94 1.53 -0.96 0.302
H -0.06 1.01 0.45 -0.512
H 0.64 -2.39 -3.74 0.309
H 0.38 3.74 -1.76 0.362
H 5.76 -1.28 2.11 0.327
H 3.02 -1.52 -1.29 0.232
H 0.73 -0.26 -0.72 -0.665
H -1.15 1.14 3.10 0.303
H -3.46 -2.83 -0.53 0.618
H 5.79 -1.16 -2.43 0.391
H -1.23 -2.42 0.78 0.075
H 3.59 -0.99 4.46 0.629
```

E ... -1497.89443 Eh
Gap between HOMO and LUMO ... 8.18 eV
Total charge ... -1
Highest occupied orbital energy ... -5.46 eV


Record 6
Below is a cluster of 2 separate species, C3H3N6O2 in total at a distorted geometry, with properties calculated with ωB97M-V/def2-TZVPD.

XYZ file:
```
14
Properties=species:S:1:pos:R:3:nbo_charge:R:1
O 2.82 2.05 0.54 -0.633
O 1.25 1.21 -0.85 -0.487
N -1.93 -0.74 0.79 -0.485
N 1.97 -0.07 0.78 -0.499
N -3.25 -0.71 0.95 -0.171
N 1.14 -0.93 0.01 -0.508
N -3.82 -0.05 -0.04 -0.165
N -2.91 0.37 -0.90 -0.440
C 0.63 -0.04 -1.01 0.246
C -1.80 -0.07 -0.34 0.299
C 2.09 1.15 0.19 0.858
H 0.71 -0.41 -2.03 0.171
H 2.73 -0.49 1.30 0.400
H 0.36 -1.26 0.61 0.412
```

E ... -595.03635 Eh
Gap between HOMO and LUMO (alpha / beta) ... 8.17 / 8.12 eV
Total charge ... -1
Highest occupied orbital energy (alpha / beta) ... -4.86 / -4.81 eV


Record 7
Below is a structure of composition C26H32BrCuN4O2SSi2 at a distorted geometry, with properties calculated with ωB97M-V/def2-TZVPD.

XYZ file:
```
69
Properties=species:S:1:pos:R:3:nbo_charge:R:1
Br 7.34 0.01 1.29 -0.019
Cu 0.17 0.02 -0.24 0.882
S 0.63 0.32 4.70 0.205
Si -0.74 -2.97 -0.60 1.830
Si -0.96 3.05 -0.51 1.835
O 2.11 0.19 -2.53 -0.665
O 2.14 0.09 -0.28 -0.856
N -0.01 0.07 2.17 -0.524
N 2.26 0.59 2.51 -0.837
N -1.23 1.40 -0.64 -1.293
N -1.21 -1.37 -0.69 -1.320
C -3.43 -0.84 3.21 -0.214
C 7.00 0.11 -1.53 -0.274
C -2.04 -0.45 5.15 -0.244
C -2.24 -0.70 -1.32 0.246
C -0.54 -3.56 1.21 -1.123
C 0.62 3.35 0.50 -1.122
C 0.99 -3.25 -1.34 -1.127
C 4.20 0.14 -1.44 -0.019
C -4.32 -0.64 -2.64 -0.272
C -1.14 -0.22 2.90 0.213
C -3.29 -1.34 -2.00 -0.335
C -1.00 -0.15 4.30 -0.235
C 2.68 0.14 -1.44 0.741
C 0.99 0.37 2.91 0.345
C -2.25 0.75 -1.29 0.136
C -3.31 1.41 -1.93 -0.299
C 4.87 0.17 -2.65 -0.202
C -4.33 0.74 -2.60 -0.292
C 4.93 0.08 -0.25 -0.257
C -2.38 -0.54 2.35 -0.213
C 6.31 0.07 -0.33 -0.054
C -1.81 -4.38 -1.35 -1.131
C -0.66 4.02 -2.13 -1.130
C 6.26 0.16 -2.70 -0.220
C -3.26 -0.81 4.59 -0.247
C -2.31 4.06 0.42 -1.126
H -1.91 -0.42 6.23 0.198
H 1.68 -2.56 -0.86 0.239
H -5.10 -1.19 -3.16 0.172
H 1.01 -3.04 -2.41 0.227
H -1.53 3.98 -2.80 0.218
H -3.31 2.49 -1.91 0.177
H -1.36 -5.36 -1.14 0.208
H 2.40 0.52 1.49 0.461
H -4.39 -1.11 2.80 0.205
H -1.48 -3.58 1.76 0.216
H 8.08 0.10 -1.55 0.211
H 1.36 -4.27 -1.18 0.196
H -2.45 3.65 1.42 0.221
H 4.42 0.04 0.70 0.240
H 4.28 0.20 -3.55 0.243
H 6.77 0.18 -3.66 0.200
H -2.03 5.12 0.53 0.201
H -0.10 -4.56 1.25 0.200
H -5.12 1.30 -3.10 0.173
H 0.17 3.56 -2.67 0.232
H 2.86 1.16 3.07 0.386
H 0.50 3.00 1.53 0.219
H -2.82 -4.38 -0.92 0.216
H -1.91 -4.29 -2.43 0.218
H -3.28 -2.42 -2.03 0.186
H -4.09 -1.08 5.24 0.192
H 1.45 2.81 0.06 0.238
H -2.47 -0.57 1.27 0.276
H 0.14 -2.88 1.74 0.228
H -3.27 4.02 -0.09 0.217
H -0.41 5.07 -1.96 0.201
H 0.88 4.42 0.54 0.199
```

E ... -6571.36065 Eh
Gap between HOMO and LUMO ... 3.68 eV
Total charge ... -2
Highest occupied orbital energy ... 0.07 eV


Record 8
Below is a structure of composition C13H17ClOPr at a distorted geometry, with properties calculated with ωB97M-V/def2-TZVPD.

XYZ file:
```
33
Properties=species:S:1:pos:R:3:nbo_charge:R:1
Pr -0.08 -0.10 0.57 0.863
Cl 0.18 -2.38 1.88 -0.446
O -0.43 1.95 1.49 -0.838
C 2.16 1.38 -0.39 -0.313
C -1.41 0.91 3.45 -0.603
C 2.60 0.15 0.19 -0.377
C -2.03 1.13 -1.05 -0.303
C 1.69 -0.31 -1.88 -0.297
C -2.47 -0.95 -0.18 -0.361
C 1.08 1.22 3.22 -0.605
C 2.30 -0.90 -0.73 -0.335
C 1.60 1.09 -1.68 -0.297
C -1.78 -1.12 -1.40 -0.332
C -0.31 1.78 2.88 0.113
C -2.62 0.46 0.03 -0.334
C -1.55 0.15 -1.94 -0.271
H 1.36 -0.85 -2.76 0.215
H 2.44 -1.97 -0.55 0.237
H -1.07 0.37 -2.93 0.222
H -2.71 -1.74 0.56 0.245
H 1.87 1.82 2.73 0.227
H -0.39 2.77 3.37 0.146
H -1.94 2.22 -1.18 0.235
H 1.24 1.24 4.32 0.206
H -2.39 1.36 3.23 0.215
H -1.44 -0.13 3.05 0.214
H 2.16 2.37 0.10 0.235
H -3.03 0.94 0.95 0.241
H -1.30 0.81 4.54 0.203
H 3.00 0.01 1.21 0.234
H 1.23 0.15 2.91 0.214
H 1.20 1.82 -2.36 0.216
H -1.48 -2.08 -1.85 0.231
```

E ... -1558.15678 Eh
⟨S²⟩ ... 2.003
Gap between HOMO and LUMO (alpha / beta) ... 7.31 / 7.30 eV
Spin multiplicity ... 3
Total charge ... -1
Highest occupied orbital energy (alpha / beta) ... -4.35 / -4.34 eV


Record 9
Below is the molecule C6H5N5O at a distorted geometry, with properties calculated with ωB97M-V/def2-TZVPD.

XYZ file:
```
17
Properties=species:S:1:pos:R:3:nbo_charge:R:1
O 1.75 -1.17 2.53 -0.335
N 0.95 0.11 -0.78 -0.257
N -2.42 0.87 -3.97 -0.289
N -0.08 0.15 0.05 -0.163
N -0.14 -1.64 1.68 -0.200
N 0.80 -2.07 2.31 0.199
C -1.29 0.28 -0.63 0.013
C -0.89 0.54 -1.95 -0.279
C 0.00 -0.19 1.41 0.039
C 0.48 0.33 -2.00 0.006
C 1.45 0.09 1.99 -0.129
C -1.71 0.80 -3.06 0.272
H -0.86 0.22 1.81 0.208
H 1.22 0.81 2.68 0.200
H -2.31 0.17 -0.25 0.249
H 1.12 0.36 -2.93 0.235
H 1.94 0.34 1.12 0.231
```

E ... -580.52711 Eh
Gap between HOMO and LUMO ... 10.54 eV
Total charge ... 0
Highest occupied orbital energy ... -10.16 eV


Record 10
Below is the molecule C4H2O4 at a distorted geometry, with properties calculated with ωB97M-V/def2-TZVPD.

XYZ file:
```
10
Properties=species:S:1:pos:R:3:nbo_charge:R:1
O -2.19 1.21 -0.13 -0.421
O -2.10 -1.40 0.14 -0.463
O 0.13 -1.41 -0.28 -0.434
O -0.08 1.50 -0.21 -0.494
C -1.23 0.64 0.08 0.663
C -1.03 -0.82 -0.05 0.648
C 1.18 -0.66 0.00 0.025
C 1.11 0.74 0.18 0.008
H 1.99 1.40 0.41 0.229
H 2.22 -1.20 -0.15 0.238
```

E ... -454.49065 Eh
Gap between HOMO and LUMO ... 8.92 eV
Total charge ... 0
Highest occupied orbital energy ... -9.66 eV